No. 1
Molecular formula: C24H22N2O8
Method: DFT, the ωB97M-V functional and the def2-TZVPD basis

Values from the calculation:
LUMO energy: 0.0201 hartree
HOMO-LUMO gap: 9.3 eV
Relative energy (zero: lowest compared OMol25 entry of this formula, charge and spin): 0.129 eV
SMILES: Cc1noc(C)c1COc1ccc(C(=O)OCC(=O)NC(=O)[C@H]2COc3ccccc3O2)cc1
Net charge: 0

Each line ends with the Löwdin charge.
Positions of all 56 atoms, in Å:
O  0.180  -2.754  0.457  0.02
H  7.877  -0.377  -1.138  0.14
C  -1.779  -1.592  1.216  -0.42
H  4.371  0.674  -1.367  0.11
C  2.057  -1.518  -0.240  -0.12
H  -6.433  -1.492  0.361  0.15
H  -9.101  1.504  -1.090  0.12
N  -2.955  -1.057  0.701  0.20
C  6.422  1.255  1.076  -0.25
C  6.820  -0.091  -1.100  -0.13
H  1.944  0.412  -1.136  0.12
H  -1.676  -3.012  -0.424  0.12
C  2.608  -0.371  -0.805  0.01
H  -3.209  -0.164  1.121  0.16
O  -0.189  -0.767  -0.493  0.12
C  -6.223  -1.138  -0.658  -0.10
C  -3.751  -1.457  -0.330  -0.38
H  -5.056  2.940  1.332  0.12
H  2.481  -3.428  0.637  0.12
H  -1.426  -3.715  1.207  0.15
C  -8.228  1.842  -0.554  0.00
H  6.526  0.686  3.105  0.09
C  6.651  1.142  -0.271  -0.13
C  -5.983  1.407  0.189  -0.18
C  6.234  0.252  2.152  0.02
H  4.937  -3.179  0.402  0.12
O  -4.847  0.623  0.252  -0.01
C  4.265  -2.403  0.070  0.01
H  5.185  -0.041  2.213  0.09
N  6.535  3.308  0.284  0.10
C  2.903  -2.538  0.198  0.00
O  6.172  -1.230  -0.569  -0.03
H  6.934  4.066  -2.105  0.08
C  3.975  -0.231  -0.935  0.01
H  -9.043  3.735  -0.008  0.10
C  4.819  -1.249  -0.496  -0.27
H  -7.026  4.442  1.235  0.10
C  -1.232  -2.855  0.562  -0.05
O  -1.259  -1.070  2.166  0.13
C  -8.187  3.082  0.054  -0.09
C  -7.055  3.479  0.749  -0.09
H  7.904  2.625  -2.471  0.09
H  -4.659  -0.073  -1.684  0.19
C  -7.134  0.989  -0.481  -0.20
O  -7.222  -0.244  -1.077  -0.01
H  -6.231  -1.981  -1.350  0.14
C  -4.851  -0.448  -0.664  -0.19
C  6.943  2.981  -2.102  -0.02
H  6.482  0.103  -2.128  0.13
H  6.165  2.614  -2.770  0.08
O  -3.662  -2.498  -0.934  0.10
C  6.713  2.493  -0.720  -0.31
C  0.595  -1.612  -0.120  -0.43
H  6.827  -0.634  1.947  0.09
C  -5.954  2.648  0.811  0.00
O  6.352  2.557  1.395  0.02

---

No. 2
Molecular formula: C24H22N4O3OsS3
Method: DFT, the ωB97M-V functional and the def2-TZVPD basis

Values from the calculation:
LUMO energy (alpha / beta): -0.0260 / -0.0886 hartree
HOMO-LUMO gap (alpha / beta): 7.8 / 6.3 eV
Relative energy (zero: lowest compared OMol25 entry of this formula, charge and spin): 0.000 eV
Spin multiplicity: 5
Net charge: 0

Each line ends with the Mulliken spin population.
Positions of all 57 atoms, in Å:
C  -2.724  -3.884  -1.057  -0.01
N  -1.256  -2.130  -0.412  0.20
H  5.289  -0.236  1.290  0.00
N  4.433  -2.839  -3.299  0.03
H  -2.940  3.546  -2.049  0.00
H  6.664  1.845  0.563  0.00
H  -3.419  1.896  -2.507  0.00
H  5.820  3.085  -0.379  0.00
H  -3.051  -4.557  -1.838  0.00
C  4.521  1.632  0.553  0.01
C  -1.698  -2.964  -1.321  0.01
H  -1.230  -2.910  -2.299  0.01
C  -2.357  2.024  -0.629  0.00
C  -1.325  2.925  0.033  0.10
C  -3.412  -2.949  2.478  0.03
O  -0.058  1.605  2.877  0.01
O  0.999  -0.513  3.593  0.00
C  1.746  -1.534  -5.167  -0.01
H  -1.541  -0.448  3.771  0.00
H  -4.219  -3.626  2.736  0.00
C  3.458  -2.271  -3.530  -0.01
C  -1.284  -1.200  1.796  0.02
C  2.233  -1.563  -3.811  0.11
C  1.548  -0.966  -2.812  -0.03
H  3.471  3.413  -0.030  0.00
H  -3.431  1.548  1.171  0.00
H  3.157  -0.913  2.364  0.00
O  -1.881  0.662  -0.700  0.27
C  2.132  0.867  1.729  0.04
S  0.062  -0.080  -3.013  0.13
H  -4.020  3.000  0.328  0.00
C  5.819  2.030  -0.103  0.00
C  3.403  2.461  0.488  -0.01
H  -4.388  1.383  -0.316  0.00
H  -1.172  2.644  1.076  -0.01
H  5.984  1.442  -1.010  0.00
C  -3.632  1.988  0.189  0.01
H  -1.645  3.968  -0.010  0.00
H  1.343  2.753  1.077  0.01
S  1.993  -1.015  -1.133  0.10
C  4.423  0.417  1.235  0.00
C  -2.631  2.499  -2.049  0.02
N  -0.185  -0.400  1.364  0.09
C  -2.934  -2.037  3.368  -0.01
Os  -0.141  -0.134  -0.682  2.92
H  -3.368  -1.973  4.359  0.00
C  2.207  2.096  1.088  -0.05
C  -2.848  -3.000  1.184  0.00
C  -1.881  -1.161  3.033  0.03
C  3.236  0.025  1.823  0.01
H  -0.371  2.845  -0.501  -0.02
H  -4.102  -4.579  0.418  0.00
N  1.358  -1.512  -6.251  0.03
H  -1.726  2.402  -2.656  0.00
C  -3.294  -3.893  0.183  0.01
S  0.663  0.408  2.547  -0.01
C  -1.800  -2.122  0.847  -0.02

---

No. 3
Molecular formula: C24H22N6O3
Method: DFT, the ωB97M-V functional and the def2-TZVPD basis

Values from the calculation:
LUMO energy: -0.0407 hartree
HOMO-LUMO gap: 7.5 eV
Relative energy (zero: lowest compared OMol25 entry of this formula, charge and spin): 0.057 eV
SMILES: CC(C)OCCCn1/c(=N\C(=O)c2ccncc2)c(C#N)cc2c(=O)n3ccccc3nc21
Net charge: 0

Each line ends with the Löwdin charge.
Positions of all 55 atoms, in Å:
H  1.765  2.891  0.122  0.09
H  0.038  -0.414  -2.442  0.12
H  1.568  -1.718  -0.149  0.11
C  3.208  -2.153  2.807  0.00
C  -2.030  1.233  0.970  -0.07
H  2.036  3.177  -2.836  0.08
N  -2.220  0.009  -1.086  0.18
C  -4.151  3.028  -1.402  -0.01
C  0.843  2.931  -0.453  -0.02
C  0.803  -1.767  -0.925  -0.11
C  4.564  -2.426  2.887  -0.14
C  -0.581  -1.949  -0.298  -0.11
H  -4.703  1.663  -4.422  0.11
H  -4.351  3.865  -0.747  0.14
N  0.533  -1.652  2.300  0.20
C  -0.322  -0.814  1.857  -0.19
H  5.255  -1.701  3.297  0.10
H  0.013  2.743  0.222  0.06
C  -3.512  0.811  -2.883  0.02
H  -3.233  -0.080  -3.420  0.12
C  0.903  -2.931  2.129  -0.47
H  -5.276  3.681  -3.067  0.11
H  2.311  -5.105  1.441  0.11
H  1.818  -0.558  -2.385  0.12
H  -0.048  1.919  -2.149  0.14
C  -4.643  2.911  -2.659  -0.04
C  2.070  2.147  -2.494  -0.04
O  -3.211  3.284  1.080  0.09
C  -0.632  0.332  2.690  -0.12
H  3.003  1.984  -1.959  0.09
C  -1.719  0.133  0.151  -0.19
O  0.127  -3.862  1.971  0.07
N  -3.348  2.075  -0.857  0.11
H  0.732  3.923  -0.881  0.08
N  -0.911  -0.858  0.603  0.09
N  5.107  -3.561  2.478  0.05
C  4.311  -4.490  1.976  -0.14
H  -1.700  2.175  2.875  0.14
C  0.888  1.881  -1.558  -0.45
C  2.375  -3.131  2.272  -0.14
C  -2.999  0.945  -1.566  -0.24
H  -0.625  -2.889  0.257  0.11
N  0.491  0.480  4.984  0.18
C  -1.466  1.318  2.261  0.08
C  2.941  -4.330  1.850  0.00
H  1.007  -2.633  -1.556  0.13
H  -1.341  -1.956  -1.080  0.12
C  -0.013  0.397  3.958  -0.19
C  -2.879  2.282  0.485  -0.36
H  4.800  -5.403  1.661  0.10
H  2.043  1.496  -3.365  0.07
O  0.965  0.621  -0.915  -0.13
C  -4.315  1.768  -3.421  -0.04
C  0.908  -0.500  -1.772  -0.21
H  2.798  -1.220  3.161  0.10

---

No. 4
Molecular formula: C24H22N7O4SY
Method: DFT, the ωB97M-V functional and the def2-TZVPD basis

Values from the calculation:
LUMO energy: -0.0264 hartree
HOMO-LUMO gap: 6.9 eV
Relative energy (zero: lowest compared OMol25 entry of this formula, charge and spin): 0.352 eV
Net charge: 0

Each line ends with the Löwdin charge.
Positions of all 59 atoms, in Å:
C  -0.479  -5.311  -1.748  -0.06
N  -0.608  1.763  1.335  0.01
C  0.036  -0.015  -6.694  -0.01
H  -0.692  -2.378  1.627  -0.05
C  -0.859  -1.295  1.691  -0.30
O  -0.444  -2.815  -3.382  -0.26
H  -0.412  -0.996  2.649  -0.05
H  0.621  1.161  2.867  0.11
N  -1.450  1.629  -1.185  -0.10
H  -0.380  2.658  4.559  0.11
C  -1.643  2.544  0.964  -0.25
C  -2.276  3.398  1.861  -0.01
H  4.268  -3.445  2.098  0.10
C  -0.854  0.751  -4.581  -0.08
H  -1.945  -1.162  1.821  -0.03
C  -2.189  -5.382  0.438  -0.02
N  -1.718  1.610  -2.510  0.07
N  2.104  -3.790  -0.456  0.15
N  2.159  -1.527  0.341  0.05
C  3.533  -3.167  1.359  -0.06
C  -1.854  -4.170  -0.133  -0.06
H  3.414  -1.082  1.907  0.11
H  -1.254  0.152  -8.382  0.10
N  0.787  -2.028  -1.328  -0.19
C  -2.047  1.077  -5.236  -0.03
O  -1.510  -1.585  -1.506  -0.40
H  -2.307  4.110  3.882  0.11
H  1.269  -0.037  -3.801  0.07
H  -3.133  1.123  -7.078  0.10
C  -0.999  -4.135  -1.224  -0.30
C  -0.196  1.820  2.600  -0.13
H  0.863  -0.452  -7.239  0.12
H  -2.270  -3.251  0.256  0.10
C  -1.828  3.453  3.168  -0.05
C  0.196  0.186  -5.321  -0.26
H  -2.783  3.171  -0.834  0.13
S  -0.544  -2.615  -1.971  0.63
N  -1.960  -7.787  0.529  0.10
C  -0.764  2.652  3.549  -0.05
C  -1.669  -6.574  -0.074  -0.32
C  3.008  -4.092  0.467  -0.11
O  0.331  0.567  -2.528  -0.16
H  -1.850  -8.603  -0.050  0.09
C  -2.050  2.475  -0.437  -0.07
O  1.368  -0.167  -4.770  0.07
Y  -0.070  -0.146  -0.251  1.54
C  -2.202  0.869  -6.590  -0.10
H  3.333  -5.127  0.493  0.11
C  3.062  -1.869  1.249  -0.13
C  -0.725  0.975  -3.132  -0.42
H  0.179  -5.270  -2.605  0.12
H  -2.861  -5.409  1.287  0.11
C  -1.145  0.322  -7.318  -0.08
H  -0.404  -7.440  -1.585  0.11
H  -3.107  4.003  1.526  0.12
H  -2.849  1.501  -4.649  0.10
C  1.705  -2.517  -0.480  -0.48
H  -2.799  -7.810  1.085  0.09
C  -0.810  -6.522  -1.178  -0.02

---

No. 5
Molecular formula: C24H23AuN2O4
Method: DFT, the ωB97M-V functional and the def2-TZVPD basis

Values from the calculation:
LUMO energy (alpha / beta): 0.0951 / 0.0581 hartree
HOMO-LUMO gap (alpha / beta): 7.3 / 6.8 eV
Relative energy (zero: lowest compared OMol25 entry of this formula, charge and spin): 1.598 eV
Spin multiplicity: 2
Net charge: -1

Each line ends with the Mulliken spin population.
Positions of all 54 atoms, in Å:
Au  0.037  -0.308  0.839  0.03
C  -5.735  -1.912  0.294  0.00
C  -3.687  -2.480  -0.836  0.00
C  -0.061  4.184  -0.342  0.00
C  0.342  -1.405  2.611  0.04
C  -0.208  6.209  -1.663  0.00
C  0.032  4.979  0.809  0.00
H  -5.048  0.262  2.461  0.00
O  -5.745  -0.313  2.015  0.00
H  4.651  -1.505  -0.752  -0.01
H  -0.240  4.218  -2.474  0.00
H  0.120  4.484  1.767  0.00
N  1.986  -0.387  0.437  0.05
H  0.064  6.958  1.623  0.00
C  -0.050  2.752  -0.233  -0.01
O  0.012  -2.621  -0.156  0.40
C  2.047  -3.179  -2.988  0.29
N  1.043  -2.813  -0.875  0.26
H  -6.801  -2.027  0.443  0.00
C  2.307  -2.862  -0.178  -0.01
H  4.190  -3.995  -0.462  0.01
H  -5.606  -3.340  -1.289  0.00
C  -0.003  6.362  0.721  0.00
C  -5.059  -2.640  -0.666  0.00
H  -1.945  -1.473  -0.152  0.00
H  -3.152  -3.049  -1.586  0.00
C  -0.176  4.824  -1.580  0.00
C  4.246  -1.159  0.202  0.02
H  5.748  0.369  0.489  0.00
C  -5.050  -1.003  1.103  0.00
H  -0.164  8.066  -0.582  0.00
H  1.962  -3.194  -4.064  0.02
O  -1.690  0.340  1.800  -0.01
H  0.860  -0.707  3.266  0.00
C  3.232  -3.663  -2.318  -0.10
H  0.005  -2.567  -2.640  -0.01
C  -0.126  6.985  -0.515  0.00
C  -0.069  1.545  -0.099  0.00
H  2.133  -3.316  0.799  0.00
H  4.271  0.932  -0.321  0.00
H  4.646  -1.821  0.980  0.00
H  4.247  0.639  1.404  0.00
H  -0.655  -1.653  2.968  0.00
H  -0.299  6.686  -2.632  0.00
H  4.024  -4.117  -2.901  -0.01
O  -3.657  0.761  2.671  0.00
C  3.333  -3.589  -0.984  0.17
C  -3.008  -1.585  -0.027  0.00
H  0.928  -2.302  2.415  0.00
C  2.737  -1.351  0.178  0.02
C  -3.659  -0.834  0.947  0.00
C  4.660  0.281  0.462  0.00
C  0.979  -2.809  -2.239  -0.17
C  -2.948  0.142  1.851  0.00

---

No. 6
Molecular formula: C24H23BiOSe
Method: DFT, the ωB97M-V functional and the def2-TZVPD basis

Values from the calculation:
LUMO energy: -0.0331 hartree
HOMO-LUMO gap: 4.8 eV
Net charge: 0

Each line ends with the Löwdin charge.
Positions of all 50 atoms, in Å:
C  5.236  -1.719  -3.327  -0.18
H  -1.797  -0.115  -2.531  0.12
Se  -2.449  0.718  3.167  0.63
H  4.858  0.202  -2.357  0.14
H  3.833  -3.369  -3.070  0.11
C  1.538  1.943  0.027  -0.30
O  3.303  -1.227  -1.752  -0.13
C  4.438  -1.430  -0.848  -0.06
C  -2.383  -0.301  -0.346  -0.17
C  5.305  -3.803  -4.612  -0.08
C  4.647  -0.864  -2.279  -0.20
C  -5.015  0.392  2.218  -0.18
H  -1.602  2.259  1.291  0.05
C  -1.734  -0.675  -1.570  -0.22
H  -0.243  -2.371  -2.015  0.11
C  6.959  -2.065  -5.049  -0.09
H  6.885  -3.960  -6.104  0.10
H  0.178  0.864  2.962  0.07
H  -4.825  -0.642  2.507  0.08
C  1.671  1.276  1.325  -0.31
C  6.427  -3.340  -5.331  -0.08
H  -3.325  3.381  2.070  0.09
H  -7.070  0.105  1.744  0.09
C  6.376  -1.265  -4.068  -0.04
C  -3.968  1.330  2.326  -0.75
C  -4.157  2.691  1.962  -0.16
H  -2.283  -1.215  1.757  0.01
C  -2.017  -1.250  0.659  -0.25
H  7.833  -1.686  -5.600  0.11
H  -0.288  2.958  -0.945  0.12
H  4.757  -2.453  -0.688  0.11
C  0.393  1.373  1.986  -0.28
H  6.767  -0.263  -3.822  0.11
C  -0.508  2.091  1.129  -0.23
H  -0.601  -3.023  0.670  0.12
H  2.324  1.998  -0.748  0.10
C  -6.475  2.173  1.458  -0.11
C  -1.106  -2.203  0.104  -0.29
H  4.882  -4.786  -4.835  0.10
H  -3.027  0.597  -0.169  0.13
C  -0.941  -1.867  -1.309  -0.32
C  0.172  2.436  -0.079  -0.19
C  4.717  -3.017  -3.613  -0.03
H  4.505  -0.695  -0.062  0.09
C  -5.410  3.085  1.550  -0.13
C  -6.255  0.823  1.804  -0.12
Bi  0.288  -0.185  -0.052  1.99
H  -7.475  2.506  1.128  0.09
H  -5.570  4.134  1.289  0.10
H  2.550  0.721  1.719  0.11

---

For the records above, the corresponding DFT total energy values read -1639.18941 -2657.70173 -1482.05397 -2048.65028 -1474.36435 -3619.36592 a.u..